# 1
{
  "formula": "C49H63N12O",
  "method": "ωB97M-V/def2-TZVPD",
  "de_lowest_kcal_mol": 0.0,
  "charge": -1,
  "homo_energy_ev": -5.2,
  "multiplicity": 1,
  "lumo_ev": 2.196,
  "species": ["C", "O", "H", "H", "H", "N", "C", "C", "C", "C", "H", "H", "H", "H", "H", "N", "C", "C", "C", "C", "H", "H", "H", "H", "H", "N", "C", "C", "C", "C", "H", "H", "H", "H", "H", "N", "C", "C", "C", "C", "H", "H", "H", "H", "H", "N", "C", "C", "C", "C", "H", "H", "H", "H", "H", "N", "C", "C", "C", "C", "H", "H", "H", "H", "H", "N", "C", "C", "C", "C", "H", "H", "H", "H", "H", "N", "C", "C", "C", "C", "H", "H", "H", "H", "H", "N", "C", "C", "C", "C", "H", "H", "H", "H", "H", "N", "C", "C", "C", "C", "H", "H", "H", "H", "H", "N", "C", "C", "C", "C", "H", "H", "H", "H", "H", "N", "C", "C", "C", "C", "H", "H", "H", "H", "H"],
  "positions_angstrom": [[-0.280, 0.330, 0.048], [0.721, 1.274, -0.217], [0.269, -0.561, 0.328], [-0.819, 0.368, -0.979], [-0.820, 0.808, 0.855], [2.851, -3.505, 0.492], [3.116, -4.756, 1.077], [1.965, -5.403, 0.967], [0.940, -4.568, 0.505], [1.526, -3.232, 0.327], [3.633, -2.794, 0.372], [4.114, -4.910, 1.437], [1.706, -6.474, 1.257], [-0.148, -4.768, 0.427], [1.156, -2.261, 0.034], [2.065, 0.205, -2.302], [2.922, 1.035, -3.085], [3.759, 0.313, -3.832], [3.307, -1.045, -3.753], [2.201, -1.100, -2.640], [1.323, 0.616, -1.609], [2.926, 2.121, -3.053], [4.445, 0.733, -4.591], [3.759, -1.970, -4.216], [1.645, -1.915, -2.274], [-2.289, -0.873, 4.190], [-1.539, -0.712, 2.999], [-2.104, -1.369, 1.973], [-3.434, -1.760, 2.381], [-3.468, -1.473, 3.935], [-1.807, -0.629, 5.082], [-0.554, -0.211, 2.979], [-1.682, -1.389, 0.986], [-4.202, -2.093, 1.725], [-4.215, -1.651, 4.752], [-4.212, 3.140, 0.984], [-3.224, 2.627, 1.770], [-3.748, 2.219, 2.941], [-5.104, 2.501, 3.034], [-5.416, 3.047, 1.651], [-4.051, 3.519, 0.084], [-2.260, 2.704, 1.465], [-3.090, 1.779, 3.689], [-5.799, 2.258, 3.858], [-6.391, 3.238, 1.164], [1.209, 2.325, 2.378], [2.486, 2.684, 2.605], [2.621, 3.266, 3.837], [1.352, 3.196, 4.502], [0.429, 2.664, 3.465], [0.853, 1.870, 1.524], [3.152, 2.620, 1.807], [3.478, 3.680, 4.241], [1.111, 3.381, 5.556], [-0.585, 2.347, 3.470], [2.201, -2.729, 3.417], [2.195, -1.386, 3.286], [2.871, -0.809, 4.320], [2.992, -1.757, 5.338], [2.615, -3.124, 4.621], [1.899, -3.315, 2.612], [1.801, -0.908, 2.480], [3.043, 0.303, 4.316], [3.437, -1.662, 6.382], [2.829, -4.131, 4.908], [-1.186, 3.245, -0.963], [-1.022, 4.575, -0.526], [-2.147, 5.284, -0.875], [-2.969, 4.420, -1.653], [-2.350, 3.094, -1.670], [-0.528, 2.388, -0.729], [-0.201, 4.797, 0.141], [-2.330, 6.327, -0.642], [-3.913, 4.672, -2.233], [-2.392, 2.098, -2.101], [-3.535, -0.589, -2.468], [-4.456, -1.489, -2.953], [-5.458, -1.703, -2.000], [-5.146, -0.974, -0.854], [-3.819, -0.179, -1.131], [-2.783, -0.181, -3.023], [-4.354, -1.666, -3.988], [-6.241, -2.371, -2.227], [-5.667, -0.990, 0.129], [-3.185, 0.454, -0.521], [-2.691, 0.607, -5.555], [-2.104, 1.567, -4.738], [-1.038, 0.898, -4.112], [-0.994, -0.470, -4.539], [-2.155, -0.694, -5.389], [-3.487, 0.788, -6.217], [-2.499, 2.534, -4.711], [-0.216, 1.161, -3.441], [-0.403, -1.184, -4.079], [-2.423, -1.647, -5.730], [-2.152, -3.148, -1.428], [-3.180, -4.005, -1.029], [-2.834, -5.305, -1.295], [-1.511, -5.237, -1.709], [-1.022, -3.782, -1.846], [-2.389, -2.147, -1.236], [-4.067, -3.552, -0.619], [-3.452, -6.175, -1.059], [-0.750, -6.028, -1.972], [-0.104, -3.374, -2.225], [2.479, 3.318, -0.772], [2.222, 4.377, -1.642], [3.517, 4.925, -1.752], [4.501, 4.197, -1.166], [3.771, 3.060, -0.614], [1.779, 2.601, -0.523], [1.299, 4.643, -2.001], [3.571, 5.733, -2.339], [5.574, 4.403, -1.259], [4.107, 2.276, 0.013], [4.357, -1.011, -0.631], [5.378, -1.953, -0.553], [5.846, -1.985, 0.721], [4.978, -1.234, 1.523], [3.961, -0.587, 0.610], [3.740, -0.767, -1.457], [5.644, -2.344, -1.471], [6.645, -2.579, 0.985], [4.988, -1.090, 2.586], [3.113, 0.065, 0.674]],
  "lowdin_charge": [-0.24, -0.49, 0.05, 0.10, 0.05, -0.01, -0.14, -0.17, -0.09, -0.11, 0.10, 0.11, 0.12, 0.09, 0.07, 0.00, -0.14, -0.15, -0.07, -0.13, 0.10, 0.10, 0.11, 0.08, 0.06, -0.03, -0.17, -0.14, -0.03, -0.09, 0.17, 0.10, 0.05, 0.03, 0.10, 0.03, -0.16, -0.17, -0.07, -0.09, 0.07, 0.06, 0.08, 0.08, 0.09, 0.03, -0.17, -0.12, -0.07, -0.09, 0.09, 0.06, 0.06, 0.08, 0.06, 0.01, -0.20, -0.16, -0.07, -0.08, 0.12, 0.06, 0.11, 0.08, 0.07, 0.01, -0.14, -0.13, -0.14, -0.13, 0.12, 0.11, 0.09, 0.10, 0.07, -0.01, -0.14, -0.15, -0.08, -0.04, 0.07, 0.08, 0.08, 0.09, 0.07, -0.01, -0.11, -0.13, -0.08, -0.09, 0.17, 0.09, 0.09, 0.05, 0.08, 0.00, -0.14, -0.14, -0.13, -0.09, 0.11, 0.09, 0.10, 0.09, 0.07, 0.00, -0.08, -0.16, -0.08, -0.15, 0.08, 0.06, 0.04, 0.09, 0.08, 0.00, -0.15, -0.13, -0.06, -0.09, 0.09, 0.09, 0.07, 0.07, 0.08]
}


# 2
{
  "formula": "CH3Cl2PS2",
  "method": "ωB97M-V/def2-TZVPD",
  "homo_energy_ev": [-5.5, -9.3],
  "multiplicity": 3,
  "s_squared": 2.008,
  "lumo_ev": [0.391, -3.778],
  "species": ["C", "P", "S", "S", "Cl", "Cl", "H", "H", "H"],
  "positions_angstrom": [[-0.948, -0.126, -0.781], [-1.315, -2.606, 1.045], [0.137, -3.223, -0.124], [-1.538, -0.451, 0.918], [-3.178, -3.319, 0.786], [-1.018, -2.918, 2.988], [-0.406, 0.751, -0.919], [-1.847, -0.153, -1.230], [-0.216, -0.950, -1.100]],
  "mulliken_spin": [-0.07, 0.28, 0.21, 1.25, 0.15, 0.11, 0.02, 0.04, 0.02]
}


# 3
{
  "formula": "C4H33NO12",
  "method": "ωB97M-V/def2-TZVPD",
  "de_lowest_kcal_mol": 83.1,
  "homo_energy_ev": -9.2,
  "multiplicity": 1,
  "lumo_ev": 0.046,
  "species": ["C", "N", "C", "C", "C", "H", "H", "H", "H", "H", "H", "H", "H", "H", "H", "H", "O", "H", "H", "O", "H", "H", "O", "H", "H", "O", "H", "H", "O", "H", "H", "O", "H", "H", "O", "H", "H", "O", "H", "H", "O", "H", "H", "O", "H", "H", "O", "H", "H", "O"],
  "positions_angstrom": [[2.303, -2.381, -2.576], [1.541, -1.588, -1.587], [2.304, -1.114, -0.395], [2.113, -1.204, 2.069], [1.628, -1.505, 0.858], [3.218, -1.841, -2.863], [1.574, -2.385, -3.415], [2.586, -3.339, -2.210], [0.775, -2.182, -1.237], [3.388, -1.252, -0.366], [2.354, -0.012, -0.505], [1.723, -1.520, 3.027], [3.093, -0.757, 2.156], [0.744, -2.147, 0.943], [-0.747, -4.101, -0.100], [-1.676, -4.083, -1.275], [-0.787, -4.367, -1.037], [-2.041, 1.664, -2.247], [-3.168, 2.485, -1.987], [-2.224, 2.636, -2.247], [1.770, 3.178, -2.209], [0.767, 3.850, -1.154], [1.668, 3.911, -1.587], [-3.473, -2.686, 2.700], [-1.867, -2.766, 2.770], [-2.672, -2.517, 3.222], [3.177, 3.929, 0.833], [2.800, 3.154, -0.490], [3.353, 3.127, 0.327], [0.479, 0.855, -3.497], [0.423, -0.503, -2.679], [-0.106, 0.203, -3.100], [-0.597, -0.084, -0.802], [-1.394, 0.077, 0.509], [-1.183, -0.584, -0.204], [-1.836, 1.016, 2.097], [-0.307, 1.716, 1.801], [-1.203, 1.440, 1.475], [-1.118, 3.349, -1.168], [-1.057, 2.704, 0.206], [-0.682, 3.467, -0.283], [0.143, 3.691, 1.856], [1.417, 2.802, 1.578], [0.733, 3.014, 2.224], [-2.976, -2.422, -0.353], [-2.807, -1.552, 0.871], [-3.225, -2.374, 0.578], [-3.491, -0.784, 2.759], [-2.539, -0.164, 3.796], [-2.900, -0.055, 2.911]],
  "lowdin_charge": [-0.10, -0.16, -0.22, 0.00, -0.18, 0.08, 0.09, 0.06, 0.08, 0.12, 0.12, 0.05, 0.06, 0.09, 0.04, 0.03, -0.05, 0.06, 0.09, -0.06, 0.05, 0.03, -0.08, 0.04, 0.05, -0.06, 0.03, -0.01, -0.09, 0.04, -0.01, -0.07, 0.02, 0.01, -0.09, 0.03, 0.04, -0.10, 0.02, 0.01, -0.10, 0.06, 0.03, -0.04, 0.04, 0.00, -0.06, 0.03, 0.07, -0.04]
}